<P>
8
Properties=species:S:1:pos:R:3 method="wB97M-V/def2-TZVPD" e_lumo_ev="-0.3 / 0.1" homo_lumo_gap_ev="7.899 / 10.606"
Cl 1.68 0.06 -1.23
N -1.35 0.77 -1.11
C 0.26 0.12 -0.38
C 0.19 -0.39 0.92
H 0.59 0.41 1.71
H 0.77 -1.32 0.85
H -0.92 -0.73 1.29
H -1.22 1.08 -2.06

=====

<Q>
8
Properties=species:S:1:pos:R:3 method="wB97M-V/def2-TZVPD" e_lumo_ev=-2.5 homo_lumo_gap_ev=7.830
Cl -2.82 -0.12 0.24
N -0.58 -0.44 -0.65
C 0.57 -0.65 0.18
C 0.24 0.73 -0.36
H 0.50 -0.80 1.27
H 0.74 1.27 -1.15
H 1.27 -1.35 -0.10
H 0.09 1.36 0.57

=====

Stability, highest: <Q>

=====

<P>
17
Properties=species:S:1:pos:R:3 method="wB97M-V/def2-TZVPD" e_lumo_ev=0.8 homo_lumo_gap_ev=10.409
N -1.31 1.10 1.36
N 1.15 1.71 0.21
N -0.20 -1.65 0.61
C 2.32 -1.37 0.10
C 0.25 1.11 -0.43
C -2.11 0.21 -0.82
C -1.10 0.66 0.20
C 0.89 -1.43 0.29
H -3.11 0.14 -0.37
H 2.64 -0.34 0.08
H 2.58 -1.85 -0.85
H 0.90 1.79 1.20
H 2.81 -1.88 0.93
H 0.39 0.95 -1.50
H -2.14 0.90 -1.68
H -1.83 -0.78 -1.17
H -2.12 0.72 1.84

=====

<Q>
17
Properties=species:S:1:pos:R:3 method="wB97M-V/def2-TZVPD" e_lumo_ev=-0.2 smiles="[H]/N=C/C(=C)N/C(C)=N/[H]" homo_lumo_gap_ev=8.162
N -0.74 -1.86 1.63
N -1.57 0.69 -1.14
N 0.75 0.31 -0.65
C -0.50 0.94 -0.45
C 1.90 -1.78 -0.03
C 0.87 -0.97 -0.22
C -0.41 2.27 0.28
C -0.61 -1.35 0.46
H -0.31 2.10 1.35
H -1.79 1.37 -1.88
H -1.37 -1.53 -0.31
H 1.78 -2.73 0.49
H 0.44 2.85 -0.09
H -1.30 2.87 0.10
H 1.61 0.85 -0.66
H -1.61 -2.41 1.66
H 2.84 -1.62 -0.54

=====

Stability, highest: <P>

=====

<P>
17
Properties=species:S:1:pos:R:3 method="wB97M-V/def2-TZVPD" e_lumo_ev=1.0 smiles="[H]/N=C/N(C=C)/C=N/C" homo_lumo_gap_ev=9.552
N -1.54 -2.05 0.24
N -1.05 0.83 1.02
N -0.21 -0.41 -0.71
C -0.93 -1.57 -0.75
C -0.02 0.40 0.46
C 0.87 -0.33 -1.68
C 1.75 0.71 -1.94
C -0.62 1.37 2.30
H 0.81 -1.06 -2.41
H -0.83 -2.02 -1.65
H 2.43 0.69 -2.82
H -1.07 0.88 3.11
H -1.86 -3.00 0.12
H 1.57 1.58 -1.32
H -0.93 2.46 2.48
H 1.09 0.25 1.07
H 0.53 1.26 2.48

=====

<Q>
17
Properties=species:S:1:pos:R:3 method="wB97M-V/def2-TZVPD" e_lumo_ev="0.7 / 0.7" homo_lumo_gap_ev="7.235 / 7.233"
N -1.35 -0.95 -0.36
N -2.22 0.61 1.19
N 0.66 1.78 0.94
C -0.47 -0.80 -1.56
C 0.52 -0.35 -0.59
C 0.01 0.81 0.14
C -1.24 0.26 0.34
C 1.76 -1.09 -0.25
H 2.61 -0.57 -0.73
H 1.32 2.36 0.44
H -0.29 -1.78 -2.01
H -0.80 -0.07 -2.30
H -2.18 1.50 1.65
H 1.95 -1.11 0.82
H 1.08 1.42 1.79
H 1.75 -2.11 -0.64
H -3.09 0.10 1.15

=====

<R>
17
Properties=species:S:1:pos:R:3 method="wB97M-V/def2-TZVPD" e_lumo_ev=0.7 homo_lumo_gap_ev=9.190
N -0.69 1.07 -0.36
N 0.84 -0.74 -1.25
N -1.42 0.47 0.64
C -1.00 2.44 -0.66
C 0.42 -1.76 -0.21
C 0.24 0.42 -1.18
C 1.01 -1.58 1.11
C 1.42 -1.13 2.14
H 0.68 1.00 -1.97
H -2.41 0.02 0.15
H -0.03 2.88 -1.18
H -0.84 -0.23 1.19
H 0.72 -2.68 -0.62
H -1.05 3.02 0.28
H -1.95 2.52 -1.16
H -0.66 -1.86 -0.23
H 1.86 -0.60 3.05

=====

<S>
17
Properties=species:S:1:pos:R:3 method="wB97M-V/def2-TZVPD" e_lumo_ev=1.0 homo_lumo_gap_ev=9.399
N 0.63 -0.63 -1.21
N -1.46 0.35 1.54
N -0.08 0.43 1.90
C 0.53 0.43 0.57
C -1.67 -0.14 0.39
C 0.37 0.19 -2.32
C -0.30 -0.68 -0.08
C 1.65 -0.17 -0.27
H -0.60 -0.11 -2.78
H 2.10 -1.08 0.13
H -2.63 -0.39 -0.06
H 0.27 1.24 -1.99
H -0.14 -1.66 0.46
H 0.04 1.25 2.49
H 1.20 0.20 -3.03
H 0.23 1.35 0.06
H 2.43 0.45 -0.68

=====

Stability, highest: <P>